1.
8
Properties=species:S:1:pos:R:3:forces:R:3 method="wB97M-V/def2-TZVPD" spin_multiplicity=2 s2=0.75 gap_ev="10.72 / 7.09" de_lowest_kcal_mol=0.0 lumo_energy_ev="1.0 / -2.2"
C -0.97065 0.75981 0.68653 0.0615 -0.2852 -0.0819
S -1.18663 -0.98856 0.36213 -0.1480 -0.0352 0.1286
H -1.90064 1.30112 0.56349 -0.2129 0.0246 0.1153
H -0.62394 0.86815 1.72017 -0.0402 0.0033 -0.1173
H -0.22842 1.14376 0.00656 0.3218 0.3256 -0.0452
H 0.90736 -0.85663 -0.87823 0.1006 0.0029 -0.0763
H 2.23587 -1.52746 -1.15851 0.0923 0.0216 -0.0505
O 1.76706 -0.70018 -1.30215 -0.1751 -0.0575 0.1273


2.
61
Properties=species:S:1:pos:R:3:forces:R:3 method="wB97M-V/def2-TZVPD" spin_multiplicity=1 gap_ev=6.22 de_lowest_kcal_mol=166.9 lumo_energy_ev=0.6
C 0.20817 -2.32960 4.98299 -0.0676 0.1356 -0.0414
C -0.42394 -2.32330 3.57603 0.1591 0.3480 -0.1381
C -1.63783 -3.26430 3.50085 0.1809 0.1474 0.1266
C -0.78846 -0.87472 3.13759 0.3703 -0.1936 0.7533
C -0.85821 -0.56354 1.62748 -0.3575 3.2047 2.0069
O -1.18158 0.59787 1.25481 0.4578 -4.0806 1.3662
N -0.57953 -1.61813 0.77448 -1.9272 4.0141 2.0780
C 0.14047 -2.80284 1.20082 0.4438 0.1660 -1.5505
O 0.36430 -3.67776 0.40325 -0.2482 0.2969 0.4466
C 0.66328 -2.78072 2.61710 -0.0908 -0.2600 -0.0137
H 1.05369 -1.61990 5.01201 -0.3284 -0.2237 0.0400
H -0.51744 -2.03661 5.75733 0.2197 -0.1176 -0.1988
H 0.61946 -3.32654 5.22547 -0.3229 0.3404 -0.0646
H -2.12981 -3.19641 2.51281 0.2001 -0.1820 0.5307
H -1.29934 -4.30368 3.66996 -0.3654 0.3923 -0.0427
H -2.36296 -2.96417 4.27792 0.1824 -0.2937 -0.3445
H -1.74259 -0.61483 3.60747 0.0091 0.2323 -0.3047
H -0.02820 -0.23323 3.61648 -0.3051 0.1300 -0.5052
H 1.54583 -2.11772 2.71777 -0.4285 -0.1900 -0.3960
H 0.98540 -3.80420 2.85915 -0.0655 0.2612 -0.2452
C -1.46553 2.76819 -1.61609 -0.9151 -0.0625 0.0459
N -0.04216 2.97705 -1.79503 1.7143 0.9163 -0.7809
C 0.97445 2.09623 -1.55097 -1.1366 0.6575 -0.5164
C 0.63271 0.79349 -0.93636 -1.7386 -1.8141 -0.9213
C -0.51773 0.08047 -1.39091 4.4432 4.5774 0.6973
C -1.04941 -0.96144 -0.62401 0.8229 -4.9310 -0.4567
C -2.46265 -1.25157 -0.91689 -0.3481 -1.1878 -0.1987
C -3.22816 -1.99406 -0.01061 -2.0015 0.1877 -0.9339
C -4.61239 -2.22282 -0.27225 1.1748 0.0307 0.5777
C -5.23779 -1.77786 -1.42113 -0.5570 -0.1765 0.0363
C -4.48953 -1.04342 -2.31733 1.6097 0.2651 0.3190
C -3.12201 -0.76771 -2.08729 -1.0117 -0.7020 0.8166
O 1.30604 0.38721 0.05287 0.9388 -0.1246 0.7795
N 2.14024 2.73534 -1.83850 -0.2241 -0.0165 0.0703
C 3.51713 2.15417 -1.73244 -0.2231 -0.4018 0.2390
C 4.51499 3.11565 -2.34691 0.3063 0.2189 -0.1922
C 3.55404 0.81924 -2.47872 -0.0233 -0.1820 -0.1662
C 3.84667 1.94315 -0.25722 0.1840 0.0199 0.2410
C 1.86621 4.01998 -2.28872 -0.5683 0.1514 -0.0545
C 0.51455 4.17375 -2.28747 -0.0319 -0.7125 0.4129
H -1.95659 3.74719 -1.70428 0.2276 -0.1640 0.0429
H -1.88166 2.11049 -2.40639 0.2527 0.4412 0.6658
H -1.66556 2.34906 -0.61117 0.1429 0.0138 -0.6708
H -0.77396 0.22243 -2.43032 -0.4999 -0.1570 0.1884
H -0.00881 -1.63015 -0.44055 -0.6297 -0.5417 -3.8121
H -2.81688 -2.35605 0.91607 0.0491 -0.0508 -0.0969
H -5.19931 -2.74777 0.46473 0.0046 -0.1980 0.1492
H -6.30576 -1.99319 -1.62847 0.8418 0.1661 0.2823
H -4.94297 -0.66971 -3.20827 -0.1927 0.2169 -0.5142
H -2.60872 -0.18210 -2.82452 0.1777 0.0544 -0.1139
H 4.58123 4.05576 -1.79312 -0.0561 -0.0526 -0.0285
H 5.50644 2.65841 -2.30622 -0.1339 -0.0172 0.0446
H 4.30732 3.33137 -3.39822 -0.0589 -0.0232 0.0472
H 2.93656 0.05958 -1.98128 0.1051 0.2650 -0.1162
H 3.22121 0.93694 -3.52196 0.0939 -0.0275 0.3034
H 4.59304 0.46342 -2.48723 -0.2566 0.0397 -0.0089
H 3.14161 1.23938 0.20395 0.1189 0.2246 -0.1810
H 4.86411 1.53413 -0.19935 -0.1610 0.1512 0.0949
H 3.80761 2.90211 0.28100 0.0914 -0.2362 -0.1114
H 2.62646 4.74856 -2.58247 -0.4233 -0.6138 0.2225
H -0.09576 5.02943 -2.55767 0.1752 -0.3322 0.0952


3.
9
Properties=species:S:1:pos:R:3:forces:R:3 method="wB97M-V/def2-TZVPD" spin_multiplicity=1 gap_ev=8.86 de_lowest_kcal_mol=53.0 lumo_energy_ev=0.4
C 1.61783 -0.39257 -0.28403 -3.7644 2.8518 3.5229
O -1.75636 -0.51376 0.49657 0.4088 2.3946 -4.4997
F 2.44816 0.37005 0.46500 0.9262 0.7519 -0.2449
Si -0.84994 0.77110 0.05950 1.4180 -2.2786 -2.8305
H 1.62736 -1.32112 0.14144 -0.7640 -2.5178 1.5101
H 1.83058 -0.54220 -1.24299 1.1911 0.5666 -4.2514
H -1.89546 -0.91760 1.26572 -0.5857 -2.2843 4.7999
H -1.52212 1.06482 -1.35897 1.0059 0.0367 1.5419
H -0.86264 1.88810 0.97039 0.1641 0.4790 0.4516


4.
13
Properties=species:S:1:pos:R:3:forces:R:3 method="wB97M-V/def2-TZVPD" spin_multiplicity=1 smiles="CO/C=C1/CN1" gap_ev=8.84 de_lowest_kcal_mol=108.7 lumo_energy_ev=0.9
C 1.19216 -1.39647 -0.34521 -0.7741 -1.0047 0.2494
C -0.33425 0.45312 0.35283 -1.2427 0.3915 0.2326
C -0.57857 1.85159 0.33417 -0.4761 0.5887 0.1983
N -0.13490 1.13393 -0.89877 0.3521 0.0851 -0.1077
C -0.80147 -0.72869 0.72829 0.4922 0.5952 0.1986
O -0.17775 -1.81196 0.22764 1.4615 0.6752 -1.2503
H 1.37745 -2.28335 -0.92254 0.6147 -0.3441 -0.1227
H 1.32381 -0.50520 -1.00798 -0.9906 -0.7919 0.5941
H 1.88917 -1.26836 0.49777 -0.4495 -0.2507 -0.1489
H -1.60313 2.16736 0.46277 -0.1193 0.4553 -0.2996
H 0.19679 2.52414 0.69329 -0.2303 -0.0569 0.1004
H -0.96526 0.91512 -1.46341 0.5060 0.0471 0.0856
H -1.66771 -0.85141 1.38936 0.8561 -0.3899 0.2701


5.
25
Properties=species:S:1:pos:R:3:forces:R:3 method="wB97M-V/def2-TZVPD" spin_multiplicity=7 charge=+1 s2=12.01 gap_ev="7.42 / 10.05" lumo_energy_ev="-4.4 / -4.3"
V -16.07047 -7.99340 -7.17368 -0.0571 1.0317 0.3428
V -17.16593 -6.23851 -4.07812 -0.3292 -1.7369 -1.6235
F -15.71897 -7.12125 -5.28283 -0.5955 0.6140 0.3982
O -18.07651 -8.00505 -3.83425 -0.9990 -3.1009 -2.8245
P -18.55370 -9.10940 -5.03310 0.6821 5.1107 2.8663
O -17.61406 -9.03647 -6.19842 -1.5668 -1.0916 0.9240
F -20.03719 -8.62646 -5.28491 1.5678 -0.5729 -0.4570
F -18.91477 -10.48123 -4.43783 0.9418 0.5637 -0.3691
O -17.20098 -6.49929 -8.12967 -2.6400 3.5426 2.7495
P -18.15300 -5.38528 -7.30707 3.5643 -6.6050 -3.6398
O -18.15775 -5.85756 -5.85934 -0.7681 2.4752 -0.9226
F -19.51511 -5.49510 -8.09246 1.2224 0.9494 1.7177
F -17.59311 -3.98657 -7.70481 -0.9824 -0.7200 1.0288
O -15.50308 -9.90581 -3.93317 -0.5046 -0.4462 -1.1039
H -15.65876 -8.99430 -3.71712 -0.1469 0.6603 0.2469
H -14.82709 -10.21936 -3.35373 0.6695 -0.3469 0.7968
O -13.20770 -6.98888 -4.39562 0.8867 -0.8100 -0.5913
H -14.08849 -7.21554 -4.73641 0.2757 0.0997 -0.1682
H -12.54065 -7.49475 -4.92628 -0.9019 0.8282 0.7998
O -14.50438 -9.35304 -6.48811 0.4254 0.8369 -1.9542
H -13.68225 -9.04842 -6.11001 0.5293 0.4573 -0.2770
H -14.85736 -9.82282 -5.77033 -1.3753 -1.5763 2.1257
O -14.38002 -6.79603 -7.87037 -0.8785 -2.1630 1.8938
H -13.99669 -6.83319 -8.70388 1.1009 -0.0659 -2.4914
H -14.41948 -5.90807 -7.60765 -0.1206 2.0660 0.5322


6.
14
Properties=species:S:1:pos:R:3:forces:R:3 method="wB97M-V/def2-TZVPD" spin_multiplicity=1 gap_ev=9.87 de_lowest_kcal_mol=102.5 lumo_energy_ev=0.0
C 1.24540 0.24378 -1.11316 -1.3649 -0.0589 0.7562
C -1.09119 -0.83022 -1.32676 0.7132 5.6791 0.7562
C 0.54046 1.42168 1.28398 1.5741 1.0505 -1.8130
C 0.00607 -0.03726 -0.43873 -0.3936 -5.1582 -0.4376
N 2.17879 0.61128 -1.64201 1.6703 0.4648 -0.9542
O 0.76653 -1.68392 0.54852 -0.1468 2.6263 -1.1867
O -0.40019 0.73335 0.50232 -2.4960 0.6454 -0.7484
H -1.91775 -1.08942 -0.73705 -0.8393 -0.6395 1.0800
H -1.49516 -0.01455 -2.04547 0.7266 -1.3552 0.8364
H -0.65804 -1.60192 -1.84259 1.1177 -1.8096 -1.0564
H 0.96163 2.37671 0.73876 -1.0628 -1.7506 1.3127
H 1.27487 0.65685 1.31878 1.6094 -0.0113 0.9068
H 0.08649 1.52677 2.23361 -0.2712 0.7197 0.8197
H 1.68312 -1.39522 0.77020 -0.8367 -0.4025 -0.2716


What did the fifth record say?
25
Properties=species:S:1:pos:R:3:forces:R:3 method="wB97M-V/def2-TZVPD" spin_multiplicity=7 charge=+1 s2=12.01 gap_ev="7.42 / 10.05" lumo_energy_ev="-4.4 / -4.3"
V -16.07047 -7.99340 -7.17368 -0.0571 1.0317 0.3428
V -17.16593 -6.23851 -4.07812 -0.3292 -1.7369 -1.6235
F -15.71897 -7.12125 -5.28283 -0.5955 0.6140 0.3982
O -18.07651 -8.00505 -3.83425 -0.9990 -3.1009 -2.8245
P -18.55370 -9.10940 -5.03310 0.6821 5.1107 2.8663
O -17.61406 -9.03647 -6.19842 -1.5668 -1.0916 0.9240
F -20.03719 -8.62646 -5.28491 1.5678 -0.5729 -0.4570
F -18.91477 -10.48123 -4.43783 0.9418 0.5637 -0.3691
O -17.20098 -6.49929 -8.12967 -2.6400 3.5426 2.7495
P -18.15300 -5.38528 -7.30707 3.5643 -6.6050 -3.6398
O -18.15775 -5.85756 -5.85934 -0.7681 2.4752 -0.9226
F -19.51511 -5.49510 -8.09246 1.2224 0.9494 1.7177
F -17.59311 -3.98657 -7.70481 -0.9824 -0.7200 1.0288
O -15.50308 -9.90581 -3.93317 -0.5046 -0.4462 -1.1039
H -15.65876 -8.99430 -3.71712 -0.1469 0.6603 0.2469
H -14.82709 -10.21936 -3.35373 0.6695 -0.3469 0.7968
O -13.20770 -6.98888 -4.39562 0.8867 -0.8100 -0.5913
H -14.08849 -7.21554 -4.73641 0.2757 0.0997 -0.1682
H -12.54065 -7.49475 -4.92628 -0.9019 0.8282 0.7998
O -14.50438 -9.35304 -6.48811 0.4254 0.8369 -1.9542
H -13.68225 -9.04842 -6.11001 0.5293 0.4573 -0.2770
H -14.85736 -9.82282 -5.77033 -1.3753 -1.5763 2.1257
O -14.38002 -6.79603 -7.87037 -0.8785 -2.1630 1.8938
H -13.99669 -6.83319 -8.70388 1.1009 -0.0659 -2.4914
H -14.41948 -5.90807 -7.60765 -0.1206 2.0660 0.5322